# 1
{
  "formula": "C7H12N4O2S",
  "method": "wB97M-V/def2-TZVPD",
  "e_lumo_ev": 0.5,
  "smiles": "Cn1nncc1[C@@]1(N)CCS(=O)(=O)C1",
  "elements": ["C", "C", "C", "C", "C", "C", "C", "N", "N", "N", "N", "O", "O", "S", "H", "H", "H", "H", "H", "H", "H", "H", "H", "H", "H", "H"],
  "coordinates": [[2.017, -0.826, -1.483], [1.370, -0.477, -0.375], [-0.829, -0.199, -1.509], [-2.327, 0.111, -1.229], [-0.805, -1.025, 0.861], [-0.127, -0.093, -0.094], [2.334, 0.018, 1.892], [3.330, -1.096, -1.178], [3.520, -0.845, 0.067], [2.339, -0.495, 0.556], [-0.192, 1.271, 0.343], [-2.941, 0.452, 1.354], [-3.320, -1.825, 0.390], [-2.546, -0.592, 0.472], [1.640, -1.060, -2.416], [-0.628, -1.074, -2.058], [-0.467, 0.660, -2.138], [-2.715, 1.141, -1.132], [-2.979, -0.500, -1.802], [-0.872, -1.985, 0.347], [-0.519, -1.009, 1.880], [2.414, -0.704, 2.651], [3.307, 0.546, 1.895], [1.540, 0.601, 2.043], [0.194, 1.912, -0.347], [-1.006, 1.597, 0.756]]
}


# 2
{
  "formula": "CH5NP2",
  "method": "wB97M-V/def2-TZVPD",
  "e_lumo_ev": -0.1,
  "elements": ["C", "N", "P", "P", "H", "H", "H", "H", "H"],
  "coordinates": [[1.160, -0.117, 0.082], [-1.648, 0.213, -0.030], [-3.069, -0.276, 0.066], [-0.046, -1.386, -0.395], [2.129, -0.378, 0.559], [0.695, 0.628, 0.639], [1.613, 0.192, -0.944], [-3.598, 1.072, 0.072], [-0.052, -2.092, 0.944]]
}


Frontier orbital gap list, top to bottom, in eV: 10.45 8.33
ΔE to the lowest compared entry with this formula, charge and spin list, top to bottom, in eV: 3.293 2.141
Strongest force on any atom list, top to bottom, in eV/A: 4.18 5.85